Entry 1:
47
Properties=species:S:1:pos:R:3 method="wB97M-V/def2-TZVPD" homo_lumo_gap_ev="6.956 / 7.620" s2=0.755 total_charge=+2 lumo_energy_ev="-7.182 / -6.518" spin_multiplicity=2
Co -0.75578 -0.61507 0.27914
C 3.45698 -0.66819 -3.17235
N 2.27403 -1.18944 -2.47670
C 1.73338 -2.43158 -2.66038
C 0.65567 -2.51108 -1.82768
N 0.53592 -1.33160 -1.14116
C 1.52667 -0.54910 -1.55061
P 1.83510 1.13827 -0.93948
C 0.11871 1.72337 -1.08546
N -0.94132 1.08815 -0.59764
C -2.05070 1.83565 -0.89103
C -1.64503 2.94603 -1.56759
N -0.28259 2.86230 -1.68318
C 0.57259 3.85165 -2.35124
C 1.69965 0.75041 0.83386
N 0.68792 0.09398 1.39008
C 0.94258 0.00294 2.73277
C 2.12975 0.62176 2.98612
N 2.59462 1.08652 1.78513
C 3.85377 1.81647 1.58995
H 3.81465 -1.42972 -3.85733
H 4.24556 -0.43831 -2.46062
H 3.20113 0.22227 -3.74051
H 2.14802 -3.14514 -3.35263
H -0.01843 -3.33925 -1.68622
H -3.04728 1.53617 -0.61274
H -2.20890 3.77051 -1.97025
H -0.05899 4.64818 -2.73047
H 1.10054 3.39489 -3.18406
H 1.28562 4.27232 -1.64726
H 0.28107 -0.49833 3.41941
H 2.66979 0.76175 3.90733
H 4.33901 1.92485 2.55431
H 3.65903 2.80422 1.18081
H 4.51283 1.26434 0.92521
N -4.82252 -1.49886 3.67400
C -4.13143 -1.92594 2.60196
C -3.03547 -1.21467 2.08182
N -2.37633 -1.66490 1.01298
C -2.77944 -2.81111 0.44146
C -3.85859 -3.49793 0.97258
N -4.52572 -3.06979 2.03104
H -4.59367 -0.65558 4.16639
H -5.59495 -2.05685 3.99774
H -2.70432 -0.28595 2.53040
H -2.24846 -3.16507 -0.42915
H -4.19471 -4.42355 0.52124

---

Entry 2:
42
Properties=species:S:1:pos:R:3 method="wB97M-V/def2-TZVPD" homo_lumo_gap_ev="2.094 / 7.009" s2=6.014 total_charge=-1 lumo_energy_ev="2.591 / 2.576" spin_multiplicity=5
Co -0.06686 -0.07537 2.67363
Cl -1.76930 1.15607 2.66587
Cl 0.65082 -2.04921 2.45419
H -0.22798 -0.16200 1.02173
H 0.38468 0.41686 1.11167
P -0.10676 0.11751 -1.10637
C 0.17369 1.85848 -1.52830
C 1.11336 -1.11914 -1.72166
C -1.87659 -0.22478 -1.34018
C 1.05840 2.50069 -0.44413
H -0.83205 2.31415 -1.45293
C 0.67083 2.05566 -2.96685
H 1.66722 1.61803 -3.12133
H 0.73906 3.13521 -3.16212
H -0.02720 1.62664 -3.69886
H 0.54244 2.48178 0.52605
H 1.24998 3.54653 -0.71261
H 2.02220 1.98160 -0.34027
H -2.35229 0.63158 -0.82032
C -2.31230 -1.50951 -0.60990
C -2.26542 -0.15547 -2.83128
H -2.21730 0.87897 -3.20216
H -3.30531 -0.49617 -2.94379
H -1.61924 -0.79000 -3.45868
H -1.60672 -1.79368 0.18587
H -2.43163 -2.34684 -1.31379
H -3.28802 -1.32901 -0.13665
C 2.50308 -0.81096 -1.15598
H 1.10444 -0.98688 -2.81279
C 0.70276 -2.56073 -1.37285
H 2.82045 0.22563 -1.33611
H 3.23791 -1.47554 -1.62717
H 2.51072 -1.00990 -0.07390
H 0.66480 -2.67757 -0.27628
H 1.46767 -3.24493 -1.76309
H -0.26270 -2.85166 -1.81061
C 0.11841 0.15139 6.89691
C 0.47367 0.30324 5.50873
N 0.59358 0.33829 4.34863
H 0.88820 -0.43926 7.40998
H -0.84591 -0.37830 6.98348
H 0.05519 1.14855 7.35423

---

Entry 3:
18
Properties=species:S:1:pos:R:3 method="wB97M-V/def2-TZVPD" homo_lumo_gap_ev=8.034 smiles="C=C(C)C(=S)CCO" lumo_energy_ev=-0.854
C -0.50864 0.30338 2.04982
C -0.87250 -0.75314 0.95291
C -1.10222 -2.16295 1.29824
C -0.47064 -0.46699 -0.50723
C 0.59675 0.55315 -0.55782
C 1.45116 0.98443 -1.90702
H -0.81275 -0.19630 2.89970
H -1.04618 1.27287 2.01327
H 0.53034 0.15691 2.30675
H -1.04415 -2.94896 0.51469
H -1.18351 -2.48066 2.24896
H 0.26977 1.51249 -0.16458
H 1.20570 0.11212 0.18603
H 1.74671 0.06057 -2.60247
H 2.21243 1.63381 -1.68995
H -0.24907 1.28079 -2.47914
O 0.65887 1.93365 -2.67287
S -1.38207 -0.79515 -1.88930

---

Entry 4:
10
Properties=species:S:1:pos:R:3 method="wB97M-V/def2-TZVPD" homo_lumo_gap_ev="6.930 / 7.436" total_charge=+1 lumo_energy_ev="-9.721 / -9.244"
C -1.33153 0.42838 -0.08376
C 0.34558 -0.71800 0.54411
N -0.65872 0.17827 -1.15801
N -0.67193 -0.11593 1.04726
N 0.40454 -0.53022 -0.70678
O 2.31896 0.37237 -1.08980
H -2.13459 1.15373 -0.17180
H 1.42792 -0.06186 -1.41765
H 1.31445 -0.88066 1.01782
H -1.01466 0.17393 2.01861

---

Entry 5:
8
Properties=species:S:1:pos:R:3 method="wB97M-V/def2-TZVPD" homo_lumo_gap_ev=10.032 smiles="C=C=O.OF" lumo_energy_ev=0.744
C 1.29333 -1.18379 -1.20652
C 0.20679 -0.51855 -1.26982
O 2.28756 -1.73604 -1.01995
O -1.18198 0.85898 1.79891
F -1.14022 2.23069 1.60006
H -1.04587 0.93783 2.71750
H 0.21631 0.54028 -1.16443
H -0.63592 -1.12939 -1.45575

---

Entry 6:
16
Properties=species:S:1:pos:R:3 method="wB97M-V/def2-TZVPD" homo_lumo_gap_ev="9.126 / 9.126" total_charge=+1 lumo_energy_ev="-5.190 / -5.190"
C 1.84184 1.24695 -0.20687
C -0.65736 -2.91249 -0.67714
C -1.77816 1.26661 0.40163
N 1.42279 0.10250 0.52342
N 0.20857 -0.31102 0.55473
O 0.31450 -2.19086 -0.36476
O -0.57426 0.56624 -0.18489
H 2.19406 1.05483 -1.19871
H 2.48243 1.91479 0.41329
H 0.97776 1.78155 -0.43737
H -1.70533 -2.51968 -0.78774
H 1.99995 -0.25025 1.29017
H -0.55760 -4.06691 -0.80175
H -1.98285 1.79626 -0.53683
H -1.66511 1.99165 1.25245
H -2.52123 0.52984 0.76037

---

Entry 7:
87
Properties=species:S:1:pos:R:3 method="wB97M-V/def2-TZVPD" homo_lumo_gap_ev="5.229 / 3.411" s2=8.843 total_charge=+2 lumo_energy_ev="-5.596 / -8.336" spin_multiplicity=6
Ru -0.04874 0.51216 1.90161
C 0.70657 -4.10452 -10.90859
O 0.95608 -4.85317 -9.72151
C 0.83596 -4.22448 -8.53873
C 1.07549 -5.00781 -7.40671
C 0.97667 -4.45050 -6.15378
C 0.63545 -3.10382 -5.99416
C 0.40911 -2.33044 -7.12520
C 0.50726 -2.87772 -8.39364
C 0.51555 -2.49364 -4.67444
N 0.48291 -1.19904 -4.41923
C 0.36025 -1.10808 -3.06734
C 0.31882 -2.35165 -2.47465
N 0.41690 -3.23391 -3.52377
C 0.17466 -2.54005 -1.07164
C 0.11348 -3.76414 -0.38084
C -0.04064 -3.77820 0.98286
C -0.13574 -2.57075 1.67592
N -0.07790 -1.40765 1.04712
C 0.08619 -1.37102 -0.30082
C 0.17804 -0.06845 -0.90134
N 0.14492 1.00361 -0.06256
C 0.21342 2.22922 -0.55651
C 0.32176 2.45733 -1.92824
C 0.36781 1.39096 -2.79121
C 0.29832 0.08455 -2.27688
H 0.82632 -4.80288 -11.72971
H 1.42613 -3.29103 -11.01438
H -0.30960 -3.70722 -10.91057
H 1.35047 -6.04440 -7.54502
H 1.19824 -5.07419 -5.29467
H 0.15425 -1.28595 -7.00404
H 0.32882 -2.25587 -9.25691
H 0.36362 -4.23749 -3.48654
H 0.18613 -4.69928 -0.92155
H -0.10111 -4.70884 1.52839
H -0.29083 -2.54141 2.74638
H 0.18128 3.03924 0.15719
H 0.37458 3.47428 -2.28906
H 0.45697 1.52817 -3.86125
C 1.39163 0.22363 9.52462
O 0.54207 0.18172 8.36469
C 1.09113 0.00585 7.16851
C 2.47006 -0.18758 6.94591
C 2.97208 -0.36883 5.64032
C 2.17610 -0.32808 4.53079
C 2.76710 -0.52791 3.18099
C 4.14720 -1.09850 3.06125
O 2.16433 -0.20844 2.16306
C 0.75202 -0.12373 4.75500
O -0.09562 -0.07302 3.81083
C 0.24263 0.00079 6.07844
H 0.73260 0.42575 10.36048
H 2.12380 1.02590 9.43450
H 1.88527 -0.73745 9.66900
H 3.15930 -0.21617 7.77609
H 4.03369 -0.54040 5.52888
H 4.88752 -0.37230 3.40565
H 4.34247 -1.31714 2.01562
H 4.25690 -2.00076 3.66287
H -0.82212 0.13388 6.21346
Se 2.61761 3.75346 2.80268
N 1.46056 4.80131 3.68765
C 0.26132 4.22558 3.63468
C -0.94802 4.63665 4.22021
C -2.07625 3.81084 4.07483
C -2.03444 2.63319 3.36166
N -0.88971 2.25239 2.72824
C 0.21892 2.98899 2.89320
N 1.32819 2.52351 2.36051
H -0.99273 5.55409 4.78985
H -3.01156 4.08937 4.54075
H -2.89570 1.99210 3.24001
C -4.79232 1.88905 -2.12844
N -4.23864 2.92396 -1.26723
C -3.43187 2.71097 -0.21993
S -2.96989 1.14850 0.25770
N -2.99288 3.80332 0.43633
C -3.42470 5.16394 0.16473
H -5.78300 2.20049 -2.45134
H -4.87016 0.96303 -1.56862
H -4.16466 1.72349 -3.00473
H -4.45882 3.87562 -1.50693
H -2.50248 3.62172 1.30169
H -4.49509 5.29612 0.34024
H -3.18891 5.45676 -0.86005
H -2.88277 5.83242 0.82739

---

Entry 8:
80
Properties=species:S:1:pos:R:3 method="wB97M-V/def2-TZVPD" homo_lumo_gap_ev="6.177 / 6.259" total_charge=+2 lumo_energy_ev="-8.238 / -8.157"
Ce -0.07938 -0.00879 0.10968
C -1.99414 1.62049 0.20806
C -2.41934 0.70571 -0.81003
C -2.21950 -0.49162 1.17914
C -1.92342 0.89807 1.45288
C -2.55141 -0.59396 -0.21878
C -1.80418 3.08620 0.02358
H -1.40263 3.32382 -0.97360
H -1.13044 3.51680 0.77768
H -2.77552 3.59780 0.11553
C -1.75031 1.47957 2.79910
H -1.50958 2.54463 2.78138
H -0.95051 0.97438 3.34232
H -2.67342 1.33140 3.37119
C -2.26107 -1.62318 2.13973
H -3.30400 -1.81070 2.42989
H -1.68865 -1.45084 3.05654
H -1.87920 -2.56453 1.71057
C -3.14081 -1.79358 -0.87376
H -4.24321 -1.78358 -0.80147
H -2.80108 -2.72128 -0.39509
H -2.88807 -1.83370 -1.94158
C -2.93583 1.11365 -2.15125
H -3.92989 1.59649 -2.08506
H -3.05393 0.25268 -2.81691
H -2.26686 1.83529 -2.63875
C 1.57215 0.43337 -3.28880
C 0.54365 1.28690 -3.44122
C -0.05608 1.54380 -4.80130
C -0.92924 0.43404 -5.44385
C -1.03612 -0.84161 -4.65370
C 0.00696 -1.68262 -4.53594
C 1.33316 -1.38314 -5.17370
C 2.16625 -0.27589 -4.48002
H 0.75008 1.77804 -5.51676
H -0.54791 0.23451 -6.46379
H -0.68960 2.44222 -4.73126
H 2.40795 0.47000 -5.25485
H 2.15034 0.33317 -2.36288
H 0.19712 1.97493 -2.66013
H 3.11500 -0.73850 -4.16869
H 1.92315 -2.31474 -5.18435
H -0.08271 -2.66322 -4.06621
H 1.19996 -1.11213 -6.23738
H -1.94937 0.82678 -5.59394
H -2.03268 -1.08487 -4.28124
P 1.96156 2.09424 0.64752
C 1.53562 2.83135 2.27962
H 2.34957 3.46086 2.67227
H 1.35900 1.99544 2.97186
H 0.60884 3.42020 2.20359
C 3.61150 1.33896 0.91564
H 4.32137 2.06389 1.34055
H 3.98246 0.98423 -0.05524
H 3.50686 0.48322 1.60146
C 2.11791 3.51799 -0.46651
H 2.52433 3.16609 -1.41936
H 2.76149 4.29638 -0.03972
H 1.11224 3.92384 -0.63160
P 1.13095 -2.73451 -0.15335
C -0.14023 -3.91319 -0.80042
H 0.27297 -4.82642 -1.25099
H -0.76020 -3.39002 -1.54666
H -0.79260 -4.21217 0.03512
C 2.72008 -2.85057 -1.06476
H 2.56588 -2.89567 -2.14831
H 3.31872 -3.71340 -0.74045
H 3.27805 -1.93538 -0.82565
C 1.53613 -3.45361 1.46389
H 1.78806 -4.51302 1.36559
H 0.68133 -3.34549 2.13644
H 2.36812 -2.91045 1.91915
C 0.90012 0.26298 5.04696
S 1.20613 -0.89657 3.72041
O 2.61889 -1.19790 3.63480
O 0.27869 -1.98115 3.98603
O 0.73940 -0.17959 2.41911
H 1.20262 -0.17694 6.01451
H -0.17090 0.43718 5.02025
H 1.43632 1.21241 4.90668

---

Entry 9:
13
Properties=species:S:1:pos:R:3 method="wB97M-V/def2-TZVPD" homo_lumo_gap_ev="5.820 / 5.359" s2=3.782 lumo_energy_ev="-1.071 / -1.251" spin_multiplicity=4
O 0.66318 -0.10377 -0.93013
C -0.76013 -0.57927 0.16967
Co 0.73906 -0.20047 1.39016
O -1.17375 0.62930 0.79341
C -2.53721 1.02070 0.73297
H -3.14169 0.39294 0.06397
H -2.95731 0.91174 1.74153
H -2.59128 2.05382 0.36230
C 1.52763 -0.37802 -1.82766
C 2.57691 0.70554 -1.87362
H 2.74105 1.21751 -0.90467
H 3.53069 0.25752 -2.20327
H 2.30340 1.45184 -2.63724

---

Entry 10:
9
Properties=species:S:1:pos:R:3 method="wB97M-V/def2-TZVPD" homo_lumo_gap_ev=8.102 smiles="O=CC=S.O=C=O" lumo_energy_ev=-1.174
C -0.81917 0.08554 -1.28776
C 0.51281 -0.86708 2.08524
C 0.44481 0.78201 -0.83455
O -0.58822 -1.23159 2.06343
O 0.52612 1.90895 -0.39387
O 1.58033 -0.42324 1.91527
S -2.14587 -0.15556 -0.38174
H 1.34497 0.17033 -0.83429
H -0.85577 -0.26936 -2.33172

---

Entry 11:
71
Properties=species:S:1:pos:R:3 method="wB97M-V/def2-TZVPD" homo_lumo_gap_ev=7.695 total_charge=+1 lumo_energy_ev=-3.031
Y -0.42910 0.09952 0.66252
N 2.01559 -3.60217 2.49934
C 1.58234 -2.41045 2.05097
S 0.00825 -1.89592 2.58795
N 2.40344 -1.77698 1.24601
N 1.94721 -0.58200 0.78815
C 2.81505 0.15814 0.20445
C 2.45289 1.51355 -0.21929
C 3.35732 2.34448 -0.86316
C 2.97773 3.64268 -1.16258
C 1.71340 4.07843 -0.79883
C 0.86253 3.18044 -0.17385
N 1.21605 1.92810 0.10234
H 1.45562 -4.11583 3.15398
H 2.94839 -3.90762 2.27858
H 3.83767 -0.19053 0.08420
H 4.33922 1.97293 -1.12491
H 3.66158 4.30702 -1.67365
H 1.37605 5.08183 -1.01408
H -0.14813 3.46571 0.09328
S -5.22854 0.80431 1.39297
C -4.77934 -0.55884 2.32617
C -3.48820 -0.88484 2.08021
N -2.85943 -0.07116 1.16857
C -3.66147 0.86004 0.72837
H -5.47794 -1.04481 2.98586
H -2.95023 -1.70856 2.52582
H -3.36511 1.59376 -0.01088
N -3.25696 -5.37954 -3.76622
C -1.98230 -5.27172 -3.31375
O -1.08945 -6.01741 -3.65160
C -1.70084 -4.10965 -2.39327
C -2.46344 -2.95102 -2.34917
C -2.08102 -1.92828 -1.50004
N -1.01540 -2.00781 -0.69543
C -0.29052 -3.13298 -0.73612
C -0.58581 -4.19066 -1.57297
H -3.47073 -6.17992 -4.33860
H -4.02233 -4.89083 -3.33937
H -3.32200 -2.80759 -2.99110
H -2.63134 -0.99847 -1.47777
H 0.56853 -3.17923 -0.08139
H 0.03850 -5.07219 -1.60635
Cl 4.07862 0.92711 -5.45080
C 2.62831 1.14016 -4.52973
C 1.95774 2.35314 -4.57836
C 0.81040 2.52342 -3.82122
C 0.33639 1.49723 -3.01305
C 1.00938 0.27830 -2.99793
C 2.15464 0.09195 -3.75419
C -0.86403 1.74681 -2.13490
O -1.50602 2.77533 -2.23973
O -1.10526 0.81880 -1.25162
H 2.33265 3.15113 -5.20453
H 0.26772 3.45949 -3.83783
H 0.62753 -0.53517 -2.39314
H 2.67759 -0.85482 -3.74867
C 1.82902 1.12583 3.97823
As 0.02282 1.76969 3.89046
C 0.05332 3.67395 4.14266
C -0.99636 0.95494 5.29683
O -0.67343 1.44292 2.41820
H 2.28968 1.42811 4.91754
H 2.38133 1.54670 3.13901
H 1.80368 0.03971 3.90202
H 0.48746 3.93033 5.10711
H -0.96842 4.04392 4.08201
H 0.64755 4.10692 3.33956
H -0.57722 1.21510 6.26708
H -0.95948 -0.12312 5.14573
H -2.02334 1.30824 5.22397

---

Please write out number 3 again, unchanged.
18
Properties=species:S:1:pos:R:3 method="wB97M-V/def2-TZVPD" homo_lumo_gap_ev=8.034 smiles="C=C(C)C(=S)CCO" lumo_energy_ev=-0.854
C -0.50864 0.30338 2.04982
C -0.87250 -0.75314 0.95291
C -1.10222 -2.16295 1.29824
C -0.47064 -0.46699 -0.50723
C 0.59675 0.55315 -0.55782
C 1.45116 0.98443 -1.90702
H -0.81275 -0.19630 2.89970
H -1.04618 1.27287 2.01327
H 0.53034 0.15691 2.30675
H -1.04415 -2.94896 0.51469
H -1.18351 -2.48066 2.24896
H 0.26977 1.51249 -0.16458
H 1.20570 0.11212 0.18603
H 1.74671 0.06057 -2.60247
H 2.21243 1.63381 -1.68995
H -0.24907 1.28079 -2.47914
O 0.65887 1.93365 -2.67287
S -1.38207 -0.79515 -1.88930